# C5H8O2

An isolated molecule of C5H8O2 in a non-equilibrium geometry (ωB97M-V/def2-TZVPD, the OMol25 dataset).

```
15
Properties=species:S:1:pos:R:3
O 1.830 -0.774 -0.725
C 1.008 -0.248 0.258
C 0.630 1.215 0.025
C -0.831 1.255 0.230
C -1.366 0.058 0.463
C -0.335 -1.013 0.331
O -0.597 -1.670 -0.905
H 1.247 -1.347 -1.250
H 1.528 -0.330 1.210
H 1.135 1.882 0.711
H 0.902 1.550 -0.967
H -1.367 2.180 0.137
H -2.386 -0.143 0.765
H -1.050 -0.868 -1.408
H -0.348 -1.748 1.127
```

SMILES: O[C@@H]1C=CC[C@@H]1O
Relative energy (zero: lowest compared OMol25 entry of this formula, charge and spin) in kcal/mol: 29.1
2S+1: 1
Gap between HOMO and LUMO in eV: 10.8
Highest occupied orbital energy in eV: -9.900
Strongest force on any atom in Eh/bohr: 0.0619